1.
Formula: C7H9NO
Source: the OMol25 dataset
Level of theory: ωB97M-V/def2-TZVPD

The energy relative to the best compared isomer or geometry (same formula, charge and spin) is 133.3 kcal per mole. As for the spin multiplicity: 1. Its maximum force is 0.0651 hartree/bohr. The structure (SMILES) is C[C@@]12CCO[C@H]1[C@@H]2C#N. Its total energy is -401.92856 hartree. Its HOMO energy is -8.29 eV.

Last column: Löwdin charge in e.
CARTESIAN COORDINATES (ANGSTROEM)
C -0.09619 1.64769 -0.44174  -0.056
C 0.32809 0.34836 0.22241  -0.293
C -0.81535 -0.10101 1.15194  -0.106
C -1.77422 -0.76894 0.10326  -0.193
O -0.94801 -1.29072 -0.91081  -0.065
C 0.38436 -1.13139 -0.37512  -0.183
C 1.43247 -0.23472 -0.68549  -0.171
C 2.74726 -0.41900 -0.06966  -0.156
N 3.78496 -0.56512 0.42131  0.151
H -0.76404 1.45819 -1.28642  0.089
H 0.78153 2.19513 -0.85061  0.088
H -0.51210 2.38648 0.25481  0.088
H -1.28517 0.76541 1.62441  0.109
H -0.54466 -0.84807 1.92719  0.124
H -2.57793 -0.14306 -0.32966  0.124
H -2.36236 -1.56958 0.60864  0.122
H 0.69812 -1.87422 0.34076  0.160
H 1.52326 0.14458 -1.70525  0.169

---

2.
Formula: C7H9NO
Source: the OMol25 dataset
Level of theory: ωB97M-V/def2-TZVPD

The energy relative to the best compared isomer or geometry (same formula, charge and spin) is 96.8 kcal per mole. As for the spin multiplicity: 1. Its maximum force is 0.0747 hartree/bohr. Its total energy is -401.98682 hartree. Its HOMO energy is -9.45 eV.

Last column: Löwdin charge in e.
CARTESIAN COORDINATES (ANGSTROEM)
C -1.13333 1.23733 -0.51068  -0.087
C -1.70285 -0.00073 0.13071  -0.275
C -0.11651 -1.24449 0.27428  -0.221
C 1.22486 -0.80804 -0.49303  -0.116
C 2.20406 -0.01132 0.23408  -0.114
C 0.14240 1.15782 0.29504  -0.308
C -0.48976 0.04411 1.09290  -0.102
H -1.84838 2.06645 -0.41773  0.118
H -1.01294 1.04094 -1.64170  0.154
H -2.86949 -0.05802 0.24979  0.180
H -0.02869 -2.16148 0.86521  0.146
H 1.43477 -1.31195 -1.47737  0.151
H 2.04980 0.02702 1.34387  0.135
H 3.15805 0.28660 -0.05954  0.088
H 0.43753 2.07940 0.77508  0.147
H -0.74366 -0.07300 2.17965  0.155
N 1.21252 0.71785 -0.53240  -0.016
O -1.22972 -1.14612 -0.52879  -0.034

---

3.
Formula: C7H9NO2
Source: the OMol25 dataset
Level of theory: ωB97M-V/def2-TZVPD

The energy relative to the best compared isomer or geometry (same formula, charge and spin) is 21.2 kcal per mole. As for the spin multiplicity: 1. Its maximum force is 0.0771 hartree/bohr. The structure (SMILES) is CCc1[nH]ccc(=O)c1O. Its total energy is -477.35809 hartree. Its HOMO energy is -7.92 eV.

Last column: Löwdin charge in e.
CARTESIAN COORDINATES (ANGSTROEM)
C -1.04501 2.31983 -0.60162  -0.098
C 0.18550 1.74844 0.08039  -0.188
C 0.35432 0.27348 0.00951  -0.209
N 0.04424 -0.34143 -1.12542  0.067
C -0.17517 -1.71869 -1.31793  -0.051
C 0.13623 -2.51298 -0.31902  -0.014
C 0.58621 -2.04089 0.95037  -0.353
O 0.89561 -2.70020 1.95369  0.015
C 0.74982 -0.54732 1.05671  -0.175
O 1.08668 -0.11871 2.29540  0.061
H -1.07249 3.40346 -0.35775  0.085
H -1.98174 1.87929 -0.12528  0.108
H -1.02042 2.17871 -1.66729  0.052
H 0.14039 2.02788 1.10671  0.103
H 1.08365 2.30783 -0.23462  0.130
H -0.17434 0.26264 -1.89291  0.133
H -0.75862 -1.91750 -2.21617  0.131
H -0.17748 -3.50649 -0.33357  0.101
H 1.14262 -0.99733 2.73881  0.100